An isolated molecule of C20H27N3O2S. Source: OMol25; level of theory: ωB97M-V with the def2-TZVPD basis set.

```
53
Properties=species:S:1:pos:R:3:mulliken_charge:R:1
C -1.62794 -0.43650 -1.90838 -1.318
C -2.43800 0.00365 -0.69240 0.578
C -3.57482 -0.96252 -0.32802 0.518
C -4.42528 -1.36508 -1.53098 -1.916
C -4.47525 -0.31580 0.73931 -1.011
C -3.69815 0.60706 1.68396 -0.818
C -2.27399 0.09727 1.85435 -1.136
C -1.50552 0.16381 0.52127 -0.305
N -0.76449 1.40653 0.41254 0.250
C 0.50628 1.53810 0.84300 0.455
O 1.14976 0.60219 1.27972 -0.698
C 1.03892 2.96311 0.73964 -0.876
C 2.55552 3.04834 0.90517 -0.733
C 3.32610 2.59217 -0.33556 -1.353
N 3.13719 1.17109 -0.57846 0.062
C 2.21088 0.75713 -1.48202 0.064
S 1.38240 1.76898 -2.49589 -0.390
N 1.97372 -0.57402 -1.58454 0.026
C 2.53208 -1.51967 -0.76278 0.740
C 2.16862 -2.86242 -0.84118 -0.822
C 2.76477 -3.77734 0.00187 -0.499
C 3.72260 -3.37244 0.92578 -0.692
C 4.08365 -2.04418 1.00748 -0.722
C 3.49442 -1.10644 0.16258 0.467
C 3.84724 0.31062 0.26577 0.572
O 4.69743 0.74788 1.00761 -0.674
H -1.23335 -1.44021 -1.75733 0.355
H -2.23543 -0.43069 -2.80869 0.445
H -0.80301 0.25631 -2.06078 -0.111
H -2.88460 0.97790 -0.92211 0.250
H -3.12179 -1.86988 0.08555 0.300
H -4.78132 -0.48369 -2.06045 0.405
H -3.86440 -1.98545 -2.22419 0.399
H -5.28964 -1.93398 -1.19472 0.460
H -4.96086 -1.10679 1.31360 0.394
H -5.26243 0.25708 0.24489 0.310
H -3.67119 1.62266 1.28404 0.358
H -4.19880 0.65387 2.65224 0.438
H -2.30179 -0.93316 2.21029 0.388
H -1.73594 0.68559 2.59944 0.474
H -0.74751 -0.62791 0.51767 0.204
H -1.26613 2.22061 0.09505 0.359
H 0.73664 3.39286 -0.21728 0.392
H 0.55911 3.53835 1.53667 0.535
H 2.83951 4.08096 1.11249 0.442
H 2.85730 2.42911 1.75167 0.367
H 2.99816 3.13682 -1.22248 0.553
H 4.39452 2.75306 -0.17475 0.429
H 1.26516 -0.84674 -2.25426 0.358
H 1.42265 -3.17304 -1.55817 0.412
H 2.48120 -4.81765 -0.05646 0.411
H 4.17822 -4.09954 1.57981 0.407
H 4.81754 -1.69792 1.71839 0.497
```

Output
Spin multiplicity ... 1
Charge ... 0
Structure (SMILES) ... C[C@H]1[C@H](C)CCC[C@@H]1NC(=O)CCCn1c(=S)[nH]c2ccccc2c1=O
Calculated total energy ... -40581.6606 eV

An isolated molecule of C20H27N3O2S. Source: OMol25; level of theory: ωB97M-V with the def2-TZVPD basis set.

```
53
Properties=species:S:1:pos:R:3:mulliken_charge:R:1
C -1.87246 -2.95810 0.64675 -1.211
C -0.91844 -2.39214 -0.36312 0.918
C 0.31569 -3.19085 -0.64854 -1.301
C 1.52696 -2.44593 -0.03791 0.539
O 2.14836 -2.91065 0.89400 -0.643
N 1.77075 -1.29094 -0.67018 -0.184
C 2.68575 -0.24746 -0.21342 1.094
C 2.21489 0.31684 1.13166 -1.391
C 3.15460 1.43820 1.56912 0.483
C 4.57120 0.88491 1.71620 -1.395
C 5.03994 0.32720 0.37320 0.539
C 5.03238 1.44106 -0.67293 -1.489
C 3.61321 1.98870 -0.81923 0.467
C 3.14131 2.55002 0.52095 -1.444
C 2.67566 0.86582 -1.26135 -1.413
C 4.10531 -0.79877 -0.06647 -1.707
N -0.99440 -1.27962 -0.96957 -0.631
N -1.99744 -0.38770 -0.79819 0.118
C -1.82960 0.88953 -1.23180 0.362
O -0.82040 1.28887 -1.76168 -0.612
C -3.03698 1.80331 -0.98704 -0.645
C -4.19111 1.17551 -0.29298 0.116
C -5.28892 0.58496 -0.84212 -0.364
C -6.18370 0.06514 0.12143 -0.507
C -5.75493 0.26286 1.39213 -0.435
S -4.24847 1.09401 1.44566 -0.095
H -2.37393 -3.83177 0.23074 0.283
H -2.62736 -2.24227 0.96709 0.339
H -1.30677 -3.27950 1.51941 0.355
H 0.25559 -4.18223 -0.20370 0.389
H 0.48164 -3.27332 -1.72203 0.351
H 1.04090 -0.97022 -1.29753 0.494
H 1.19534 0.69672 1.02486 0.340
H 2.20729 -0.48400 1.87318 0.580
H 2.81670 1.83858 2.53191 0.266
H 4.58335 0.09430 2.46922 0.506
H 5.24736 1.67672 2.04718 0.483
H 6.05596 -0.06957 0.47776 0.222
H 5.38214 1.05304 -1.63224 0.486
H 5.71049 2.24169 -0.36847 0.504
H 3.60271 2.78452 -1.57218 0.255
H 2.13102 2.95159 0.41697 0.472
H 3.79728 3.36520 0.83512 0.506
H 3.00437 0.46330 -2.22212 0.515
H 1.65953 1.24749 -1.38414 0.270
H 4.43366 -1.21271 -1.02251 0.440
H 4.10616 -1.60324 0.66895 0.517
H -2.83592 -0.63196 -0.27504 0.320
H -2.66383 2.65914 -0.41902 0.311
H -3.34762 2.17326 -1.96763 0.347
H -5.45692 0.52684 -1.90275 0.428
H -7.10483 -0.43044 -0.12637 0.403
H -6.22734 -0.02205 2.31076 0.449
```

Output
Spin multiplicity ... 1
Charge ... 0
Structure (SMILES) ... C/C(CC(=O)N[C@]12C[C@H]3C[C@H](C[C@H](C3)C1)C2)=N\NC(=O)Cc1cccs1
Calculated total energy ... -40580.1009 eV

An isolated molecule of C20H27N3O3S. Source: OMol25; level of theory: ωB97M-V with the def2-TZVPD basis set.

```
54
Properties=species:S:1:pos:R:3:mulliken_charge:R:1
C 5.89814 5.56913 1.62107 -1.083
C 4.44361 5.93569 1.87615 -0.232
O 3.60119 4.78022 1.84707 -0.338
C 3.51578 4.05732 2.96850 0.275
O 4.09069 4.32287 3.98962 -0.586
C 2.57090 2.88918 2.77827 -0.215
C 2.97295 1.70036 3.65046 -0.475
C 1.87828 0.63565 3.72036 -1.052
N 1.62130 0.03678 2.43462 0.142
C 1.81136 -1.26718 2.16170 0.521
O 2.20279 -2.08598 2.96575 -0.693
C 1.51057 -1.61152 0.70231 -0.776
N 0.55460 -0.68664 0.12291 0.064
C -0.79538 -0.95854 0.59049 -0.595
C -1.72424 0.17375 0.16715 -1.338
C -1.74155 0.29545 -1.36083 0.195
C -2.42282 -0.86945 -1.99176 0.167
N -1.96456 -1.56462 -2.95603 -0.299
C -2.82213 -2.54830 -3.35662 -0.334
C -2.59530 -3.46509 -4.37781 -0.520
C -3.56884 -4.40041 -4.65824 -0.542
C -4.76110 -4.43673 -3.93829 -0.414
C -5.00714 -3.53713 -2.91929 -0.627
C -4.03432 -2.59535 -2.63354 0.888
S -4.04064 -1.34516 -1.42716 -0.287
C -0.30395 0.44563 -1.86531 -1.100
C 0.58668 -0.67274 -1.33134 -0.901
H 6.26364 4.92739 2.41890 0.311
H 5.99431 5.04570 0.67284 0.290
H 6.50119 6.47195 1.59169 0.368
H 4.05655 6.58807 1.09079 0.301
H 4.34164 6.42224 2.85156 0.316
H 1.57591 3.23876 3.06956 0.256
H 2.54721 2.63347 1.71918 0.251
H 3.18167 2.06378 4.65753 0.378
H 3.88694 1.25148 3.25913 0.281
H 0.95451 1.07753 4.11227 0.346
H 2.18953 -0.17687 4.38133 0.429
H 1.26786 0.60564 1.67839 0.175
H 1.18623 -2.66242 0.64955 0.361
H 2.45718 -1.53107 0.15914 0.433
H -0.77702 -1.03795 1.68006 0.566
H -1.17095 -1.91582 0.18690 0.373
H -2.73072 -0.01064 0.54622 0.499
H -1.36301 1.11202 0.59145 0.467
H -2.31659 1.18972 -1.63572 0.400
H -1.66856 -3.42619 -4.92760 0.465
H -3.40696 -5.11790 -5.44850 0.375
H -5.50601 -5.17987 -4.17944 0.379
H -5.92902 -3.56249 -2.35946 0.385
H -0.29032 0.42383 -2.95438 0.412
H 0.08536 1.40659 -1.52475 0.445
H 1.61689 -0.49474 -1.65014 0.463
H 0.25551 -1.63346 -1.75535 0.431
```

Output
Spin multiplicity ... 1
Charge ... 0
Structure (SMILES) ... CCOC(=O)CCCNC(=O)CN1CCC(c2nc3ccccc3s2)CC1
Calculated total energy ... -42628.0797 eV

An isolated molecule of C20H27N5O4. Source: OMol25; level of theory: ωB97M-V with the def2-TZVPD basis set.

```
56
Properties=species:S:1:pos:R:3:mulliken_charge:R:1
C -0.71538 5.23269 -1.26674 -1.269
C -0.98944 3.89158 -0.66442 0.265
C -0.03050 2.94315 -0.56106 0.047
C -0.32841 1.65337 0.03722 0.347
N 0.36824 0.61155 0.26813 -0.803
C 1.75864 0.51225 -0.14571 0.102
C 1.96528 0.64484 -1.65944 -0.583
C 3.43820 0.52350 -2.03809 -1.353
C 4.29436 1.52513 -1.27677 1.788
C 4.12920 1.29147 0.22681 -0.987
C 2.67478 1.45004 0.65053 -0.547
C 5.75408 1.41856 -1.70580 -2.017
N 6.54274 2.51883 -1.16822 0.208
C 7.44980 2.26704 -0.18164 0.899
O 7.59626 1.15639 0.30505 -0.629
C 8.31605 3.38097 0.28149 0.489
C 8.97208 4.34110 -0.40869 -0.426
O 9.75806 5.04757 0.39901 -0.215
N 9.63200 4.54862 1.69161 -0.620
C 8.79107 3.55835 1.62126 0.293
C 8.43396 2.77549 2.83601 -1.055
C 6.01066 3.82283 -1.53247 -0.854
C 4.54217 3.90273 -1.13847 -0.573
O 3.79838 2.82296 -1.66366 -0.372
N -1.66578 1.59084 0.46257 -0.051
C -2.56528 2.58880 0.31033 0.404
C -3.94904 2.26292 0.81572 -0.546
O -4.76331 3.40457 0.77450 -0.475
N -2.29446 3.72284 -0.23241 -0.564
H 0.31792 5.32336 -1.59665 0.311
H -1.38189 5.39477 -2.11487 0.310
H -0.93422 6.01295 -0.53648 0.309
H 0.96671 3.15154 -0.91403 0.170
H 2.06969 -0.50626 0.11642 0.362
H 1.38631 -0.13556 -2.15841 0.360
H 1.58872 1.59749 -2.02598 0.183
H 3.80913 -0.48096 -1.81051 0.340
H 3.56771 0.68545 -3.11107 0.507
H 4.47904 0.27709 0.43953 0.496
H 4.77907 1.95341 0.80270 0.201
H 2.36626 2.48843 0.51462 0.002
H 2.56323 1.22533 1.71329 0.393
H 6.19024 0.48314 -1.36471 0.494
H 5.80269 1.46636 -2.79850 0.390
H 8.99431 4.61453 -1.45122 0.548
H 8.70958 1.73138 2.70006 0.279
H 8.94753 3.18746 3.70161 0.374
H 7.35752 2.80563 3.00752 0.264
H 6.56019 4.61300 -1.02909 0.614
H 6.10869 3.95923 -2.61426 0.164
H 4.45854 3.94063 -0.04538 0.269
H 4.09629 4.81138 -1.54422 0.482
H -1.92356 0.71969 0.90419 0.312
H -4.34699 1.45534 0.18743 0.305
H -3.85079 1.87022 1.83622 0.334
H -5.64955 3.15200 1.04827 0.321
```

Output
Spin multiplicity ... 1
Charge ... 0
Structure (SMILES) ... Cc1c/c(=N\[C@H]2CC[C@@]3(CC2)CN(C(=O)c2conc2C)CCO3)[nH]c(CO)n1
Calculated total energy ... -36817.9986 eV